The following is a DFT calculation (ωB97M-V/def2-TZVPD) of a 2-piece molecular cluster, C5H12N2 overall at a distorted geometry.

Properties
HOMO = -6.6 eV
M = 100.16 g/mol
Total charge = 0
Gap between HOMO and LUMO = 3.921 eV
E_tot = -306.965146 Eh
ΔE to the lowest compared entry with this formula, charge and spin = 693.6 kJ/mol

Cartesian coordinates (Å):
1 C -1.20297 -1.69546 0.21595
2 C 1.29997 0.50064 1.44959
3 C 1.37071 0.52726 0.09456
4 C 1.85265 -0.48439 -0.73593
5 C -0.74235 1.73591 -0.25260
6 N 0.71049 1.65125 -0.56002
7 N -2.53217 -1.49269 -0.19433
8 H -0.72836 -2.68896 0.19504
9 H -0.48057 -0.98299 -0.26258
10 H 1.75722 -0.29522 2.01993
11 H 0.84866 1.34003 1.93757
12 H 2.43345 -1.20317 -0.16079
13 H 1.86246 -0.55014 -1.81049
14 H -0.88510 1.78916 0.82063
15 H -1.08903 2.66285 -0.70071
16 H -1.32729 0.89755 -0.62171
17 H 0.82756 1.53139 -1.55196
18 H -1.28641 -1.42949 1.27350
19 H -2.68892 -1.81351 -1.15566

Here are the natural (NBO) charges for atoms 1 to 6, given in e: atom 1 (C): -0.470, atom 2 (C): -0.345, atom 3 (C): 0.063, atom 4 (C): -0.314, atom 5 (C): -0.417, atom 6 (N): -0.619



The following is a DFT calculation (ωB97M-V/def2-TZVPD) of a 15-piece molecular cluster, C28H93N7O15 overall at a distorted geometry.

Properties
HOMO = -8.8 eV
M = 768.09 g/mol
Total charge = 0
Gap between HOMO and LUMO = 8.606 eV
E_tot = -2634.265507 Eh
ΔE to the lowest compared entry with this formula, charge and spin = 143.2 kJ/mol

Cartesian coordinates (Å):
1 O 23.49987 24.78853 17.02871
2 H 23.71388 25.02453 17.93816
3 H 24.23389 24.23305 16.74475
4 O 28.23713 25.07367 18.99295
5 H 27.81381 24.48221 19.63052
6 H 29.17780 24.99300 19.18035
7 O 25.66152 21.46383 23.65105
8 H 25.10400 21.44588 22.86760
9 H 26.34928 22.12093 23.43386
10 O 25.84328 26.19784 18.20643
11 H 26.12321 26.39922 17.30850
12 H 26.64359 25.85068 18.63382
13 O 27.47841 23.14491 22.51837
14 H 28.20153 23.52871 23.02684
15 H 27.09350 23.88893 22.01049
16 O 27.33633 20.64250 20.88625
17 H 27.81144 21.11472 21.57659
18 H 26.78482 21.31902 20.46425
19 O 21.64638 24.11495 20.71011
20 H 20.99110 24.51389 20.12830
21 H 22.09155 23.44930 20.16964
22 O 26.00486 24.81377 21.06303
23 H 25.18327 24.94247 21.55563
24 H 25.83702 25.22193 20.20317
25 C 25.90863 20.20021 12.13165
26 C 25.98096 21.60105 12.80825
27 C 27.09893 21.61746 13.84721
28 O 27.07570 22.87013 14.50151
29 C 27.93615 23.09845 15.57869
30 N 26.28136 22.56705 11.76682
31 H 24.89421 20.16013 11.72532
32 H 25.99338 19.37000 12.86501
33 H 26.57887 19.97885 11.30150
34 H 25.00579 21.76542 13.25997
35 H 28.09467 21.33535 13.48048
36 H 26.91664 20.88492 14.64852
37 H 29.02281 22.98265 15.46902
38 H 27.72404 22.37277 16.38106
39 H 27.71268 24.11256 15.90331
40 H 27.24844 22.57123 11.47841
41 H 26.02302 23.51111 12.01827
42 C 18.94425 19.18269 15.91777
43 C 20.23373 18.50785 16.35875
44 C 21.19984 19.49005 17.07872
45 O 21.62566 20.52322 16.21882
46 C 21.64761 21.78918 16.82618
47 N 19.94317 17.44591 17.30205
48 H 18.25693 19.48368 16.70418
49 H 18.40236 18.37433 15.41332
50 H 19.19033 19.92939 15.16426
51 H 20.83625 18.14682 15.52195
52 H 22.04743 18.97808 17.56157
53 H 20.67746 19.86758 17.97276
54 H 22.27323 21.79627 17.72012
55 H 20.70990 22.27231 17.12055
56 H 22.14286 22.49865 16.16196
57 H 20.83305 17.11998 17.67465
58 H 19.43337 17.73050 18.13022
59 C 22.32505 12.76108 17.95986
60 C 22.06693 14.25803 17.95536
61 C 21.77961 14.81883 19.35922
62 O 21.68590 16.22872 19.28485
63 C 22.26544 16.91331 20.38143
64 N 23.29165 14.91108 17.45818
65 H 23.01616 12.45476 18.75483
66 H 22.78745 12.35625 17.06038
67 H 21.41577 12.17688 18.12381
68 H 21.23514 14.47319 17.28125
69 H 22.64238 14.49752 19.95139
70 H 20.82425 14.42923 19.72515
71 H 22.31793 17.95884 20.08660
72 H 23.22676 16.45095 20.62835
73 H 21.65991 16.78584 21.28655
74 H 24.03706 14.64692 18.10143
75 H 23.21112 15.91754 17.58731
76 C 19.29087 21.52051 26.97785
77 C 19.61619 22.29433 25.70104
78 C 21.07241 22.21238 25.29451
79 O 21.88572 22.85151 26.25084
80 C 23.18878 23.07355 25.80031
81 N 18.72349 21.85656 24.60615
82 H 20.00794 21.82391 27.74371
83 H 19.54147 20.46950 26.79625
84 H 18.26663 21.62454 27.32546
85 H 19.48358 23.33050 26.04964
86 H 21.20494 22.81001 24.37725
87 H 21.37010 21.17364 25.10383
88 H 23.18006 23.74359 24.92709
89 H 23.74076 22.18582 25.46285
90 H 23.80062 23.50448 26.59080
91 H 17.82694 22.25213 24.87143
92 H 19.07438 22.35902 23.79354
93 C 25.38311 17.91678 13.87067
94 C 25.19719 17.62806 15.36459
95 C 25.77624 18.77500 16.18372
96 O 27.13197 19.13396 16.00591
97 C 27.98294 18.88979 17.10888
98 N 23.78936 17.62308 15.79587
99 H 26.45295 17.97593 13.66589
100 H 25.04006 18.91986 13.64483
101 H 24.79970 17.33291 13.15778
102 H 25.59834 16.64861 15.63492
103 H 25.57773 18.55700 17.23704
104 H 25.19780 19.64228 15.87746
105 H 27.60082 19.30516 18.04656
106 H 28.90300 19.43296 16.88955
107 H 28.20428 17.82281 17.19431
108 H 23.30871 17.07107 15.08677
109 H 23.34102 18.53302 15.70243
110 C 24.73420 21.10766 17.35730
111 C 24.42613 21.75587 18.71140
112 C 23.91898 20.77752 19.74500
113 O 23.48399 21.53628 20.86879
114 C 23.08224 20.73052 21.96433
115 N 25.62506 22.46545 19.13785
116 H 25.07005 21.88506 16.66929
117 H 23.85915 20.61485 16.91622
118 H 25.37453 20.20973 17.36976
119 H 23.64961 22.47823 18.42413
120 H 24.72262 20.10445 20.06620
121 H 23.03576 20.26528 19.34463
122 H 22.35531 19.95170 21.71789
123 H 22.78305 21.41519 22.75184
124 H 23.91505 20.12511 22.34992
125 H 25.92482 23.19697 18.50959
126 H 25.43937 22.80937 20.07341
127 C 18.92903 18.10286 21.29401
128 C 19.11395 19.55763 20.88092
129 C 17.91035 20.18634 20.18437
130 O 18.28552 21.47184 19.76031
131 C 17.43626 21.95837 18.74198
132 N 19.59638 20.34382 22.03577
133 H 19.72847 17.83602 21.98747
134 H 19.09428 17.45922 20.42576
135 H 18.03056 17.78743 21.82559
136 H 19.99051 19.68726 20.23806
137 H 17.03210 20.17255 20.84351
138 H 17.62439 19.49955 19.37499
139 H 17.58415 21.33098 17.85385
140 H 17.66331 22.97011 18.40923
141 H 16.38809 21.91398 19.05275
142 H 18.85071 20.63362 22.66434
143 H 19.91708 21.21537 21.61620

Here are the Mulliken charges for atoms 1 to 6, given in e: atom 1 (O): -0.628, atom 2 (H): 0.307, atom 3 (H): 0.298, atom 4 (O): -0.700, atom 5 (H): 0.262, atom 6 (H): 0.286



The following is a DFT calculation (ωB97M-V/def2-TZVPD) of a 2-piece molecular cluster, C3H3FO2 overall at a distorted geometry.

Properties
HOMO = -9.1 eV
M = 90.05 g/mol
Total charge = 0
Gap between HOMO and LUMO = 9.789 eV
E_tot = -366.290082 Eh
ΔE to the lowest compared entry with this formula, charge and spin = 414.8 kJ/mol

Cartesian coordinates (Å):
1 C -0.63964 -0.11611 -0.92655
2 C 0.81594 0.56534 2.52745
3 C 0.69587 1.57659 1.86673
4 O 0.76821 -0.62317 3.02067
5 O 0.15789 -0.44194 -0.08380
6 F 0.77331 2.86444 1.55614
7 H -1.58685 -0.63713 -1.10500
8 H -0.34935 0.75788 -1.59493
9 H 1.50678 -1.15562 2.77421

Here are the natural (NBO) charges for atoms 1 to 6, given in e: atom 1 (C): 0.272, atom 2 (C): 0.184, atom 3 (C): 0.246, atom 4 (O): -0.644, atom 5 (O): -0.499, atom 6 (F): -0.284



The following is a DFT calculation (ωB97M-V/def2-TZVPD) of a 2-piece molecular cluster, BrFHOP overall at a distorted geometry.

Properties
HOMO = -10.3 eV
M = 146.88 g/mol
Total charge = 0
Gap between HOMO and LUMO = 9.467 eV
E_tot = -3091.092500 Eh
ΔE to the lowest compared entry with this formula, charge and spin = 154.9 kJ/mol

Cartesian coordinates (Å):
1 O 1.07027 1.04062 1.40349
2 F -1.29974 0.29948 -1.15202
3 P 1.32201 0.20945 0.23912
4 Br 1.21318 -1.89538 0.97998
5 H -2.30571 0.34583 -1.47058

Table of natural (NBO) atomic charges, one value per atom, all in e: atom 1 (O): -0.980, atom 2 (F): -0.579, atom 3 (P): 1.299, atom 4 (Br): -0.322, atom 5 (H): 0.582



The following is a DFT calculation (ωB97M-V/def2-TZVPD) of C50H42Cl2N4O2S8Yb as an isolated structure at a distorted geometry.

Properties
HOMO (spin up / spin down) = -3.6 / -3.6 eV
2S+1 = 2
M = 1231.39 g/mol
Total charge = -1
Expectation value of S² = 0.751
Gap between HOMO and LUMO (spin up / spin down) = 4.670 / 4.658 eV
E_tot = -7564.757359 Eh

Cartesian coordinates (Å):
1 Yb 0.13944 0.60028 0.55724
2 C 4.32274 0.79378 0.83314
3 C 4.07624 2.27138 0.58924
4 S 2.31754 2.79958 0.58854
5 C 2.61614 4.27818 -0.57566
6 C 1.26154 4.87948 -0.88456
7 S -0.09086 3.66428 -1.17246
8 C 0.08074 3.24438 -2.93376
9 C 1.32014 2.46388 -3.30156
10 S 1.42914 0.81558 -2.50066
11 C 3.28924 0.78438 -2.51216
12 C 3.81434 -0.39092 -1.72656
13 S 3.22764 -0.40692 0.00644
14 H 4.17814 0.56058 1.88634
15 H 5.35094 0.54598 0.56494
16 H 4.48984 2.58448 -0.36866
17 H 4.57044 2.83868 1.38134
18 H 3.13934 3.97108 -1.48106
19 H 3.23224 5.00348 -0.04456
20 H 1.28414 5.54748 -1.74776
21 H 0.89974 5.42878 -0.01766
22 H 0.02944 4.16478 -3.51756
23 H -0.80406 2.62888 -3.11516
24 H 2.21674 3.01208 -3.02226
25 H 1.33884 2.28938 -4.37946
26 H 3.65114 1.71808 -2.09126
27 H 3.59934 0.71138 -3.55606
28 H 4.90424 -0.41002 -1.72866
29 H 3.44004 -1.32862 -2.13696
30 S -3.63336 3.15998 2.36974
31 C -2.24196 4.14358 2.55014
32 C -1.12106 3.57478 2.03124
33 C -1.31226 2.29068 1.44024
34 C -2.63586 1.93558 1.55114
35 C -3.24946 0.74838 1.03294
36 C -4.61576 0.47758 1.22374
37 C -5.17476 -0.64572 0.65984
38 C -4.36366 -1.48092 -0.09916
39 C -3.02556 -1.15232 -0.22566
40 N -2.46036 -0.08762 0.32374
41 H -2.34776 5.09718 3.03274
42 H -0.16416 4.07528 2.07294
43 H -5.21516 1.16658 1.80224
44 H -6.22526 -0.86612 0.79394
45 H -4.76186 -2.35802 -0.58726
46 H -2.37366 -1.77642 -0.82256
47 S -0.44206 -1.76122 7.51394
48 C -0.36396 -0.40522 8.56784
49 C -0.37326 0.76998 7.88454
50 C -0.44756 0.59458 6.49014
51 C -0.50476 -0.72392 6.11094
52 C -0.57546 -1.28942 4.79274
53 C -0.65716 -0.46642 3.65144
54 N -0.57246 -0.90582 2.41914
55 C -0.44056 -2.24092 2.20284
56 C -0.49916 -3.17112 3.27464
57 C -0.44116 -4.56542 2.98694
58 C -0.30276 -5.01012 1.71804
59 C -0.16436 -4.10232 0.62764
60 C -0.00766 -4.53312 -0.68636
61 C 0.13014 -3.59452 -1.70976
62 C 0.22184 -2.24032 -1.32646
63 N 0.07544 -1.79912 -0.09996
64 C -0.19006 -2.70492 0.88224
65 C 0.15064 -3.94972 -3.10156
66 C 0.11034 -3.12202 -4.19686
67 C 0.06014 -3.81882 -5.41796
68 C 0.06914 -5.16822 -5.25956
69 S 0.13664 -5.62532 -3.60156
70 C -0.54116 -2.66942 4.57184
71 H -0.31466 -0.56392 9.62644
72 H -0.33266 1.73158 8.36284
73 H -0.44426 1.41198 5.79464
74 H -0.78206 0.60578 3.75994
75 H -0.49766 -5.25632 3.81554
76 H -0.26796 -6.06682 1.49604
77 H -0.00746 -5.59082 -0.90796
78 H 0.40504 -1.49272 -2.08516
79 H 0.08684 -2.04782 -4.13856
80 H 0.00554 -3.33122 -6.37626
81 H 0.02944 -5.93212 -6.01156
82 H -0.51826 -3.35062 5.41144
83 Cl 1.96254 3.65518 3.66984
84 C 2.40344 2.04908 4.13994
85 C 2.93664 1.87048 5.39124
86 C 3.25834 0.59768 5.84324
87 C 3.03604 -0.48612 5.00554
88 C 2.53294 -0.28602 3.74634
89 Cl 2.35384 -1.64012 2.66154
90 C 2.15774 0.98988 3.20374
91 N 1.70654 1.12248 1.99074
92 H 3.10614 2.73688 6.01594
93 H 3.66714 0.45408 6.83054
94 H 3.26404 -1.49302 5.33014
95 O -3.92916 0.59628 -9.03966
96 C -3.87226 -0.46102 -8.17266
97 O -4.41516 -1.49382 -8.48906
98 C -3.17086 -0.24732 -6.90876
99 C -3.34486 -1.19772 -5.88756
100 C -2.77846 -1.02962 -4.65356
101 C -1.99046 0.10068 -4.36156
102 S -1.36126 0.33078 -2.78386
103 C -1.76126 1.01318 -5.40796
104 C -2.33946 0.85068 -6.64096
105 H -3.52216 1.38048 -8.64946
106 H -3.94686 -2.06742 -6.10216
107 H -2.92786 -1.76702 -3.87916
108 H -1.11756 1.86278 -5.22576
109 H -2.10306 1.57818 -7.41136

Here are the Mulliken charges for atoms 1 to 6, given in e: atom 1 (Yb): -0.550, atom 2 (C): -0.557, atom 3 (C): -1.592, atom 4 (S): 1.017, atom 5 (C): -1.245, atom 6 (C): -0.906



The following is a DFT calculation (ωB97M-V/def2-TZVPD) of one molecule with the formula C6H12O at a distorted geometry.

Properties
HOMO = -9.3 eV
M = 100.16 g/mol
Total charge = 0
Gap between HOMO and LUMO = 10.316 eV
E_tot = -310.973157 Eh
ΔE to the lowest compared entry with this formula, charge and spin = 226.1 kJ/mol

Cartesian coordinates (Å):
1 C 1.87534 0.95569 -0.39073
2 C 1.02507 -0.23057 0.47698
3 C -0.45058 -0.51862 0.16872
4 C -0.78566 -1.62642 -0.82737
5 C -1.54024 -0.14549 1.16381
6 C -1.22160 0.79503 0.05854
7 O -0.49892 1.93639 0.34539
8 H 1.80809 2.07959 -0.43086
9 H 1.83369 0.68971 -1.44836
10 H 2.87585 0.81694 0.00429
11 H 1.16113 -0.02998 1.54711
12 H 1.63147 -1.10401 0.21608
13 H -0.06307 -1.64487 -1.65044
14 H -0.81683 -2.63751 -0.39357
15 H -1.77458 -1.44920 -1.27002
16 H -1.26923 0.15114 2.17320
17 H -2.48341 -0.68319 1.08753
18 H -1.89132 0.87758 -0.79400
19 H 0.43144 1.67771 0.17724

Here are the natural (NBO) charges for atoms 1 to 6, given in e: atom 1 (C): -0.695, atom 2 (C): -0.377, atom 3 (C): -0.105, atom 4 (C): -0.598, atom 5 (C): -0.436, atom 6 (C): 0.094